Record 1
{"formula": "C15H18NS4Zr", "method": "ωB97M-V with the def2-TZVPD basis set", "charge": 3, "total_energy_ev": -61931.45359, "e_homo_ev": -18.3, "e_lumo_ev": -11.6762, "symbols": ["Zr", "C", "C", "S", "C", "C", "S", "C", "C", "S", "H", "H", "H", "H", "H", "H", "H", "H", "H", "H", "H", "H", "S", "C", "C", "C", "C", "C", "C", "C", "C", "C", "N", "H", "H", "H", "H", "H", "H"], "positions_angstrom": [[-0.02936, -0.23405, -0.22765], [-0.60304, 1.75459, 2.53767], [0.07020, 2.84578, 1.72045], [0.18504, 2.47202, -0.06685], [1.91718, 2.83140, -0.49604], [2.96168, 2.02744, 0.25964], [2.67695, 0.22434, 0.18646], [2.84049, -0.32046, 1.91606], [1.84058, 0.29340, 2.87898], [0.10465, 0.08368, 2.34395], [-1.65369, 1.62697, 2.27849], [-0.56214, 1.99917, 3.60084], [1.07943, 3.05618, 2.07014], [-0.49896, 3.77103, 1.81754], [2.08332, 3.90008, -0.34827], [1.96806, 2.66263, -1.57410], [3.01361, 2.30591, 1.31096], [3.94586, 2.21310, -0.17190], [3.86068, -0.10372, 2.23774], [2.75674, -1.40829, 1.87515], [2.01996, 1.35663, 3.02629], [1.92612, -0.18549, 3.85533], [-4.10189, -1.79416, 0.04892], [-4.40597, -0.11142, 0.17650], [-3.26145, 0.61451, 0.23438], [-2.07904, -0.18144, 0.12875], [-2.42598, -1.56984, 0.03896], [-1.50312, -2.72542, -0.00989], [-1.90340, -4.04791, 0.02670], [-0.94372, -5.04901, -0.05204], [0.40582, -4.72104, -0.16731], [0.75305, -3.39309, -0.19244], [-0.17577, -2.40950, -0.11042], [-5.42957, 0.23513, 0.18578], [-3.26293, 1.69490, 0.28226], [-2.95044, -4.30505, 0.11621], [-1.25169, -6.08689, -0.02537], [1.16792, -5.48428, -0.23837], [1.78532, -3.07784, -0.28959]]}



Record 2
{"formula": "C3H7NO", "method": "ωB97M-V with the def2-TZVPD basis set", "charge": 0, "relative_energy_ev": 4.701, "total_energy_ev": -6758.04981, "e_homo_ev": -8.7, "smiles": "CC=O.C=N", "e_lumo_ev": 0.4157, "symbols": ["C", "C", "O", "H", "H", "H", "H", "C", "N", "H", "H", "H"], "positions_angstrom": [[-0.53708, -1.74116, -0.63048], [-1.07655, -3.24274, -0.68137], [-1.51469, -3.92365, 0.27472], [0.52535, -1.84211, -0.49412], [-0.66869, -1.47669, -1.78559], [-1.06082, -1.25528, 0.20580], [-0.54542, -3.73973, -1.55173], [1.06386, 3.04115, 0.88410], [0.57633, 4.08899, 0.44731], [0.65844, 2.39976, 1.68652], [2.09131, 2.84252, 0.55590], [0.48796, 4.84893, 1.08894]]}



Please write out number 2 again, unchanged.
{"formula": "C3H7NO", "method": "ωB97M-V with the def2-TZVPD basis set", "charge": 0, "relative_energy_ev": 4.701, "total_energy_ev": -6758.04981, "e_homo_ev": -8.7, "smiles": "CC=O.C=N", "e_lumo_ev": 0.4157, "symbols": ["C", "C", "O", "H", "H", "H", "H", "C", "N", "H", "H", "H"], "positions_angstrom": [[-0.53708, -1.74116, -0.63048], [-1.07655, -3.24274, -0.68137], [-1.51469, -3.92365, 0.27472], [0.52535, -1.84211, -0.49412], [-0.66869, -1.47669, -1.78559], [-1.06082, -1.25528, 0.20580], [-0.54542, -3.73973, -1.55173], [1.06386, 3.04115, 0.88410], [0.57633, 4.08899, 0.44731], [0.65844, 2.39976, 1.68652], [2.09131, 2.84252, 0.55590], [0.48796, 4.84893, 1.08894]]}